(1)
DFT (the ωB97M-V functional and the def2-TZVPD basis) results for C13H27BBeF4MgN5NaO11S as an isolated structure at a distorted geometry.

Results
**HOMO**: -12.029 eV
**Lowest unoccupied orbital energy**: -10.911 eV
**Spin multiplicity**: 1
**Kohn-Sham gap**: 1.118 eV
**Total charge**: +2

Each line ends with the Mulliken charge.
Atoms and positions in Å:
C: 1.2157 -3.6277 1.6294  -0.159
O: 1.5503 -2.2660 1.1860  -0.576
B: 0.3229 -1.4624 1.0251  1.119
O: -0.6137 -1.1052 2.1483  -0.496
C: -0.1015 -0.8695 -0.4877  0.745
C: -1.4509 -1.7475 -0.7761  -0.904
C: -1.4764 -2.5946 -2.1766  -0.729
C: -0.6057 -4.0220 -2.1122  -0.276
S: -0.2232 -4.6096 -3.8883  -0.243
O: 0.8278 -1.1938 -1.6208  -0.587
C: 0.8777 -0.2199 -2.7621  0.642
O: 1.3827 -0.3577 -3.9896  -0.530
O: 0.1909 0.9524 -2.1245  -0.019
C: -0.0853 0.7545 -0.6623  0.286
C: -1.5234 1.4122 -0.1155  -1.014
C: -2.4699 1.9788 -1.3561  0.078
N: -2.8662 0.9195 -2.3596  -0.321
N: -1.9039 3.1911 -2.0608  -0.115
N: -3.7728 2.4531 -0.6784  -0.717
C: 1.0385 1.7035 0.0197  0.273
F: 0.7781 3.1046 -0.4916  -0.354
F: 0.9684 1.8207 1.5081  -0.087
C: 2.6013 1.4224 -0.3583  0.101
F: 3.0950 0.0501 -0.1399  -0.212
F: 2.9927 1.9038 -1.7372  -0.284
H: 0.2324 -3.5805 2.3007  0.353
H: 0.9928 -4.3099 0.6888  -0.390
H: 2.0487 -4.1035 2.3285  0.334
H: -0.4154 -0.1452 2.4112  0.328
H: -2.4627 -1.1295 -0.7475  0.254
H: -1.5760 -2.5570 0.0930  0.225
H: -1.2506 -1.9691 -3.1457  0.350
H: -2.6063 -2.9622 -2.3077  0.439
H: -1.3313 -4.8016 -1.6250  0.229
H: 0.3697 -3.8658 -1.4845  0.194
H: 0.5492 -3.6311 -4.5649  0.207
H: -1.3724 2.3167 0.6109  0.654
H: -2.1590 0.6178 0.5101  0.315
H: -3.8774 0.9524 -2.6125  0.263
H: -2.2377 0.8844 -3.1913  0.192
H: -2.7534 3.6726 -2.4862  0.103
H: -1.3460 2.9129 -2.9229  -0.095
H: -3.5139 2.7806 0.2854  0.340
H: -4.3467 1.5783 -0.4990  0.357
H: 3.2403 2.1174 0.3737  0.330
C: 3.6040 5.0437 1.9982  0.799
O: 3.6563 4.2679 1.0136  -0.568
O: 2.4357 4.9413 2.6159  -0.577
O: 4.4381 5.8537 2.4608  -0.494
H: 2.1325 4.2638 1.9780  0.395
Be: -0.3467 -5.7759 -0.1767  0.748
O: -2.8205 -6.3563 -5.4944  -0.382
H: -2.0729 -6.0191 -5.0354  0.303
Na: -3.0467 5.3651 -3.2555  0.950
O: -1.7343 -8.2445 1.2600  -0.441
H: -1.9591 -8.9141 0.6401  0.319
C: 2.1065 2.1275 5.6509  0.594
O: 1.5236 1.0727 5.8465  -0.672
N: 2.9631 2.6611 6.5403  -0.372
N: 1.9443 2.8507 4.5281  -0.169
H: 3.4523 3.5283 6.3970  0.174
H: 3.1138 2.1482 7.3992  0.235
H: 1.3078 2.4844 3.8324  0.064
H: 2.4152 3.7214 4.3490  0.173
Mg: -0.0467 2.6118 -4.1821  0.319

***

(2)
DFT (the ωB97M-V functional and the def2-TZVPD basis) results for C14H35BNO11V as an isolated structure at a distorted geometry.

Results
**HOMO (spin up / spin down)**: -0.550 / -0.731 eV
**Lowest unoccupied orbital energy (spin up / spin down)**: 4.618 / 4.328 eV
**Spin multiplicity**: 3
**Kohn-Sham gap (spin up / spin down)**: 5.168 / 5.059 eV
**Expectation value of S²**: 2.07
**Total charge**: -2

Each line ends with the Löwdin spin population.
Atoms and positions in Å:
O: 2.4263 -2.6708 -0.3299  -0.154
V: 2.1242 -1.4429 -1.2395  1.225
C: 3.9204 0.4058 -2.1067  0.006
O: 4.3956 0.2352 -3.2623  0.383
O: 3.9964 -0.3209 -1.1374  0.131
O: 2.7141 0.4427 -2.3001  0.510
C: 1.1526 -2.2511 -3.6316  -0.002
O: 0.5757 -2.3488 -2.5449  -0.043
O: 0.7605 -1.3742 -4.3534  -0.022
O: 2.3404 -2.1939 -3.4373  -0.066
B: 0.7111 -0.3215 0.4510  0.019
H: 1.7862 -0.3396 0.5407  0.000
H: 0.3305 -1.3050 0.2227  0.007
H: 0.3071 0.1360 1.3408  0.001
H: 0.4523 0.2500 -0.4268  0.002
C: -3.1847 -3.7003 -1.9484  0.000
O: -3.9291 -2.5219 -2.0060  0.000
C: -4.4784 -2.0026 -0.7957  0.000
C: -3.3544 -1.4223 0.0900  0.000
N: -2.3053 -0.6484 -0.5628  0.001
C: -2.7821 0.6761 -1.0384  0.000
C: -1.7373 1.6752 -1.6005  0.000
O: -1.1852 1.1863 -2.8698  0.000
C: -0.3080 2.1003 -3.5751  0.000
H: -3.5304 -4.2978 -1.1049  0.000
H: -2.1391 -3.4851 -1.7281  0.000
H: -3.1476 -4.2877 -2.8659  0.000
H: -5.1386 -2.7090 -0.2925  0.000
H: -5.2098 -1.2577 -1.1094  0.000
H: -2.9553 -2.3038 0.5918  0.000
H: -3.8121 -0.8555 0.9007  0.000
H: -1.4871 -0.4075 -0.0217  0.001
H: -3.1694 1.1774 -0.1514  0.000
H: -3.7084 0.5891 -1.6064  0.000
H: -0.8601 1.8848 -0.9884  0.000
H: -2.2994 2.5694 -1.8699  0.000
H: -0.6378 2.1932 -4.6098  0.000
H: 0.7575 1.8727 -3.6076  -0.001
H: -0.3163 3.1047 -3.1519  0.000
C: 1.3860 4.3504 -0.3399  0.000
C: 1.3363 3.2830 0.8077  0.000
C: 1.8629 3.9369 2.1768  0.000
O: 0.1186 2.7399 0.9479  0.000
H: 0.7042 5.1932 -0.2261  0.000
H: 1.3295 3.7474 -1.2461  0.000
H: 2.3698 4.8194 -0.3578  0.000
H: 1.9854 2.4839 0.4497  0.000
H: 1.8959 3.3893 3.1188  0.000
H: 1.5080 4.9608 2.2940  0.000
H: 2.8927 4.2396 1.9871  0.000
H: 0.1762 1.7847 0.8716  0.000
C: 1.3457 -0.6041 4.5218  0.000
C: 1.3421 -1.7372 3.4849  0.000
C: 1.4902 -3.0801 4.2161  0.000
O: 0.0794 -1.7501 2.8845  0.000
H: 2.2538 -0.5350 5.1208  0.000
H: 0.5745 -0.6938 5.2869  0.000
H: 1.2632 0.3760 4.0521  0.000
H: 2.1721 -1.5785 2.7965  0.000
H: 2.5514 -3.3009 4.3305  0.000
H: 1.0712 -3.8537 3.5727  0.000
H: 1.0347 -3.0955 5.2062  0.000
H: 0.1812 -1.1059 2.1801  0.000

***

(3)
DFT (the ωB97M-V functional and the def2-TZVPD basis) results for a 3-piece molecular cluster, C3H14N2O2S overall at a distorted geometry.

Results
**HOMO (spin up / spin down)**: -13.962 / -13.636 eV
**Lowest unoccupied orbital energy (spin up / spin down)**: -3.091 / -8.287 eV
**Spin multiplicity**: 2
**Kohn-Sham gap (spin up / spin down)**: 10.871 / 5.349 eV
**Expectation value of S²**: 0.76
**Total charge**: +1

Each line ends with the Löwdin spin population.
Atoms and positions in Å:
N: -1.7390 -0.7850 0.4248  0.088
C: -0.3419 -1.3553 0.2822  0.021
C: -0.2695 -2.6068 -0.6664  0.010
S: 0.0409 -2.1358 -2.3970  0.143
C: 0.6597 -0.2693 -0.0516  0.092
N: 0.2216 0.9787 0.6252  0.522
H: -1.8610 -0.4812 1.3140  0.004
H: -1.2195 -2.0104 -2.7050  0.005
H: -2.5250 -1.2490 0.0848  0.003
H: 0.0160 -1.5125 1.3961  0.008
H: -1.2340 -3.0282 -0.5919  0.001
H: 0.5358 -3.2975 -0.2064  0.001
H: 1.5713 -0.8081 0.3721  0.015
H: 0.6750 -0.0450 -1.2426  0.062
H: 0.8066 1.7039 0.5136  0.019
H: -0.7970 1.1429 0.6078  0.009
H: -1.9408 3.6079 0.9850  0.000
H: -1.1757 3.8524 -0.2494  0.000
O: -1.4964 4.3361 0.5238  0.000
H: 3.2489 0.8253 0.8749  0.000
H: 3.5430 1.3950 -0.3630  0.000
O: 3.2809 1.7416 0.4692  0.000

***

(4)
DFT (the ωB97M-V functional and the def2-TZVPD basis) results for one molecule with the formula C10H12O2S at a distorted geometry.

Results
**HOMO**: -8.889 eV
**Lowest unoccupied orbital energy**: 0.638 eV
**Spin multiplicity**: 1
**Kohn-Sham gap**: 9.527 eV

Each line ends with the Mulliken charge.
Atoms and positions in Å:
C: 0.4948 3.2305 -0.6764  -0.961
C: 0.3761 2.8284 0.7429  -0.321
C: 0.2074 1.2751 0.8568  0.502
O: -0.5790 0.8084 1.7092  -0.600
O: 1.0515 0.5995 0.1253  -0.329
C: 0.7169 -0.7330 0.1628  0.570
C: 1.3677 -1.5001 1.1211  -0.455
C: 1.3198 -2.8919 1.0759  -0.506
C: 0.6959 -3.4548 -0.1015  -0.581
C: -0.1083 -2.6994 -0.9016  -0.469
C: -0.0614 -1.2322 -0.8314  0.667
S: -0.9329 -0.0358 -1.6930  -0.184
C: -2.4520 -0.0867 -0.7214  -0.909
H: 1.2580 2.7420 -1.1815  0.307
H: 0.6861 4.3464 -0.9920  0.293
H: -0.4403 2.9320 -1.2184  0.213
H: -0.6236 3.1144 1.1868  0.246
H: 1.1708 3.2917 1.5376  0.227
H: 2.2153 -1.1720 1.8221  0.245
H: 1.8946 -3.5957 1.7860  0.288
H: 0.6932 -4.4899 -0.2387  0.439
H: -0.6190 -3.2182 -1.7550  0.317
H: -2.9412 -1.0055 -0.8860  0.355
H: -2.3241 0.1972 0.2503  0.341
H: -3.0664 0.7496 -1.1797  0.305

***

(5)
DFT (the ωB97M-V functional and the def2-TZVPD basis) results for C12H9AuF5Se as an isolated structure.

Results
**HOMO**: -4.584 eV
**Lowest unoccupied orbital energy**: 2.836 eV
**Spin multiplicity**: 1
**Kohn-Sham gap**: 7.420 eV
**Total charge**: -1

Each line ends with the Mulliken charge.
Atoms and positions in Å:
Au: -0.9784 -0.5384 -0.3714  -0.526
C: 1.0588 4.2862 0.8714  -1.564
C: -0.4194 4.0062 0.5681  1.817
C: -0.8538 4.8480 -0.6395  -1.558
C: -1.2665 4.3983 1.7864  -1.557
C: -0.6037 2.5761 0.2713  1.881
C: -0.7532 1.3962 0.0268  -2.144
H: 1.2084 5.3474 1.0937  0.354
H: 1.6805 4.0161 0.0172  0.388
H: 1.3896 3.6986 1.7286  0.388
H: -0.7206 5.9139 -0.4299  0.352
H: -1.9034 4.6655 -0.8730  0.388
H: -0.2626 4.5869 -1.5180  0.387
H: -1.1367 5.4605 2.0162  0.351
H: -0.9731 3.8128 2.6584  0.387
H: -2.3229 4.2084 1.5928  0.388
F: 2.4128 -7.2932 -0.5903  -0.315
C: 1.5268 -6.2909 -0.6582  0.562
C: 0.7473 -5.9717 0.4367  0.041
F: 0.8867 -6.6711 1.5733  -0.305
C: -0.1668 -4.9356 0.3533  0.722
F: -0.8835 -4.6792 1.4514  -0.275
C: -0.3460 -4.1877 -0.8044  -0.946
Se: -1.6687 -2.8104 -0.9211  -0.385
C: 0.4589 -4.5340 -1.8835  0.713
F: 0.3735 -3.8726 -3.0410  -0.276
C: 1.3800 -5.5658 -1.8247  0.036
F: 2.1360 -5.8704 -2.8907  -0.305

***

(6)
DFT (the ωB97M-V functional and the def2-TZVPD basis) results for one molecule with the formula C26H34F2N4O4S at a distorted geometry.

Results
**HOMO**: -8.023 eV
**Lowest unoccupied orbital energy**: 0.571 eV
**Spin multiplicity**: 1
**Kohn-Sham gap**: 8.594 eV

Each line ends with the Mulliken charge.
Atoms and positions in Å:
C: -3.1618 2.9801 -1.0746  -1.440
C: -2.3204 1.7192 -0.8778  -0.428
N: -1.1002 1.7727 -1.6544  0.609
C: -1.2164 1.5053 -3.0810  -1.027
C: -1.2021 -0.0244 -3.2008  0.446
O: -2.2150 -0.6769 -3.2646  -0.622
N: 0.0575 -0.5381 -3.0891  -0.092
C: 0.3236 -1.8942 -2.8397  -0.241
C: 1.2094 -2.2606 -1.8250  0.575
F: 1.8492 -1.2725 -1.1613  -0.399
C: 1.4654 -3.5730 -1.4920  -0.642
C: 0.8178 -4.5765 -2.1914  -0.424
C: -0.0379 -4.2603 -3.2307  -0.820
C: -0.2698 -2.9349 -3.5521  0.983
F: -1.0469 -2.6587 -4.6119  -0.316
C: 0.1512 1.8172 -1.1331  -0.342
O: 1.1286 2.0167 -1.8432  -0.735
C: 0.3329 1.4205 0.2922  -0.038
C: -0.0456 0.1100 0.5602  -0.929
C: 0.3962 -0.5409 1.6899  -0.256
S: -0.0124 -2.2663 1.8851  1.469
O: -0.5466 -2.7361 0.6367  -0.716
O: 1.1294 -2.9380 2.4387  -0.820
N: -1.2263 -2.3314 3.0083  0.187
C: -0.9041 -2.4882 4.4016  -0.553
C: -1.0522 -1.2169 5.2389  -1.083
C: -2.5832 -2.1606 2.5576  -0.709
C: -3.0480 -0.7043 2.5012  -0.499
C: 1.2186 0.1172 2.5886  -0.557
C: 1.5672 1.4298 2.3631  -0.716
C: 1.1568 2.1177 1.2028  0.476
N: 1.5118 3.4184 1.0043  0.213
C: 2.7926 3.9510 1.4136  -0.981
C: 2.6102 5.2565 2.1849  -0.672
C: 1.8763 6.2584 1.2992  -0.747
C: 0.5615 5.6466 0.8277  -0.761
C: 0.8040 4.3105 0.1180  -0.029
H: -3.4950 3.0768 -2.1041  0.375
H: -4.0394 2.9325 -0.4360  0.459
H: -2.5880 3.8667 -0.8130  0.238
H: -2.8971 0.8366 -1.1730  0.483
H: -2.0571 1.6295 0.1773  0.258
H: -0.3735 1.9652 -3.5984  0.446
H: -2.1578 1.8964 -3.4630  0.471
H: 0.8030 0.1039 -2.8385  0.390
H: 2.1366 -3.7861 -0.6769  0.475
H: 0.9889 -5.6083 -1.9306  0.405
H: -0.5326 -5.0263 -3.8062  0.467
H: -0.6378 -0.4528 -0.1463  0.830
H: 0.1331 -2.8268 4.4174  0.298
H: -1.5310 -3.2817 4.8267  0.381
H: -0.6002 -1.3728 6.2153  0.404
H: -0.5566 -0.3804 4.7525  0.299
H: -2.0997 -0.9666 5.3860  0.292
H: -2.6217 -2.5866 1.5524  0.308
H: -3.2432 -2.7413 3.2096  0.380
H: -4.0341 -0.6569 2.0458  0.424
H: -3.1027 -0.2644 3.4929  0.249
H: -2.3572 -0.1186 1.9006  -0.078
H: 1.5880 -0.4151 3.4508  0.777
H: 2.1830 1.9351 3.0902  0.549
H: 3.3345 3.2172 2.0068  0.592
H: 3.3859 4.1526 0.5094  0.324
H: 3.5845 5.6478 2.4807  0.385
H: 2.0272 5.0669 3.0883  0.278
H: 1.6860 7.1835 1.8456  0.385
H: 2.4970 6.4994 0.4334  0.303
H: -0.0864 5.4747 1.6902  0.325
H: 0.0482 6.3262 0.1458  0.391
H: -0.1576 3.8723 -0.1484  -0.245
H: 1.3757 4.4715 -0.8060  0.314